{
  "formula": "C37H34ClN3O5PSSe2Sn",
  "method": "wB97M-V/def2-TZVPD",
  "elements": ["Sn", "Cl", "C", "C", "C", "C", "O", "C", "C", "N", "C", "C", "C", "C", "C", "C", "C", "C", "N", "C", "C", "H", "H", "H", "H", "H", "H", "H", "H", "H", "H", "O", "C", "C", "C", "C", "C", "C", "C", "C", "N", "H", "H", "H", "H", "H", "H", "H", "H", "H", "H", "H", "Se", "P", "Se", "C", "C", "C", "C", "C", "C", "C", "C", "C", "C", "C", "C", "H", "H", "H", "H", "H", "H", "H", "H", "H", "H", "C", "S", "O", "O", "O", "H", "H", "H"],
  "xyz": [[0.58, 0.07, -0.04], [5.02, -3.43, 5.31], [4.21, -2.17, 4.39], [4.92, -1.38, 3.51], [4.28, -0.37, 2.81], [2.91, -0.16, 2.96], [2.22, 0.85, 2.40], [2.18, -1.01, 3.81], [0.71, -0.97, 3.89], [-0.02, -0.57, 2.95], [-1.42, -0.63, 3.06], [-2.08, -1.77, 3.44], [-3.49, -1.78, 3.54], [-4.22, -0.66, 3.29], [-3.57, 0.53, 2.88], [-4.26, 1.74, 2.63], [-3.56, 2.84, 2.22], [-2.17, 2.72, 2.00], [-1.49, 1.63, 2.24], [-2.16, 0.54, 2.71], [2.85, -1.97, 4.55], [5.98, -1.56, 3.36], [4.82, 0.25, 2.11], [0.28, -1.37, 4.83], [-1.51, -2.67, 3.65], [-4.00, -2.70, 3.83], [-5.30, -0.66, 3.39], [-5.33, 1.78, 2.76], [-4.06, 3.78, 2.01], [-1.60, 3.56, 1.60], [2.28, -2.61, 5.21], [1.38, -2.38, 1.32], [0.52, -3.47, 1.65], [0.52, -4.61, 0.66], [0.15, -4.30, -0.80], [-1.20, -3.69, -1.03], [-2.19, -4.34, -1.77], [-3.39, -3.70, -2.02], [-3.58, -2.42, -1.52], [-2.56, -1.85, -0.77], [-1.40, -2.47, -0.53], [1.95, -2.58, 0.56], [-0.48, -3.06, 1.77], [0.84, -3.87, 2.61], [-0.17, -5.37, 1.05], [1.51, -5.07, 0.65], [0.21, -5.23, -1.37], [0.90, -3.64, -1.24], [-1.99, -5.34, -2.16], [-4.16, -4.19, -2.60], [-4.49, -1.86, -1.71], [-2.66, -0.85, -0.38], [-2.70, 1.90, -1.44], [-0.55, 2.19, -1.65], [2.66, 1.61, 0.77], [-0.16, 2.11, -3.47], [-0.83, 1.18, -4.26], [-0.52, 1.04, -5.61], [0.46, 1.83, -6.19], [1.14, 2.75, -5.42], [0.84, 2.88, -4.06], [-0.15, 3.95, -1.28], [1.17, 4.31, -1.01], [1.52, 5.63, -0.74], [0.53, 6.61, -0.71], [-0.79, 6.26, -0.95], [-1.13, 4.94, -1.24], [-1.59, 0.56, -3.81], [-1.06, 0.31, -6.20], [0.69, 1.72, -7.25], [1.91, 3.37, -5.86], [1.39, 3.61, -3.48], [1.94, 3.55, -1.00], [2.55, 5.89, -0.54], [0.79, 7.64, -0.49], [-1.57, 7.01, -0.92], [-2.16, 4.66, -1.43], [3.41, 0.00, -3.04], [2.38, -1.26, -2.37], [2.44, -2.40, -3.26], [1.03, -0.63, -2.29], [2.87, -1.51, -1.00], [2.93, 0.38, -3.94], [4.38, -0.44, -3.27], [3.51, 0.79, -2.29]],
  "e_lumo_ha": 0.084,
  "charge": -1,
  "e_homo_ha": -0.1599
}



{
  "formula": "C21H66O12",
  "method": "wB97M-V/def2-TZVPD",
  "elements": ["C", "C", "C", "O", "H", "H", "H", "H", "H", "H", "H", "H", "C", "C", "C", "O", "H", "H", "H", "H", "H", "H", "H", "H", "C", "C", "C", "O", "H", "H", "H", "H", "H", "H", "H", "H", "C", "C", "C", "O", "H", "H", "H", "H", "H", "H", "H", "H", "C", "C", "C", "O", "H", "H", "H", "H", "H", "H", "H", "H", "C", "C", "C", "O", "H", "H", "H", "H", "H", "H", "H", "H", "C", "C", "C", "O", "H", "H", "H", "H", "H", "H", "H", "H", "O", "H", "H", "O", "H", "H", "O", "H", "H", "O", "H", "H", "O", "H", "H"],
  "xyz": [[27.73, 13.22, -3.92], [26.40, 12.60, -4.33], [25.71, 13.40, -5.44], [26.54, 11.22, -4.67], [28.21, 12.66, -3.13], [27.63, 14.24, -3.54], [28.44, 13.33, -4.74], [25.75, 12.62, -3.45], [24.84, 12.88, -5.84], [26.49, 13.54, -6.20], [25.39, 14.39, -5.11], [25.72, 10.99, -5.14], [24.24, 12.20, -9.00], [22.87, 11.64, -8.67], [21.82, 12.04, -9.69], [22.98, 10.21, -8.80], [25.01, 12.03, -8.25], [24.20, 13.28, -9.18], [24.65, 11.84, -9.95], [22.64, 11.98, -7.66], [21.83, 11.50, -10.64], [21.73, 13.10, -9.92], [20.85, 11.67, -9.32], [22.10, 9.85, -8.99], [21.40, 12.74, -4.69], [20.29, 13.72, -5.07], [20.15, 13.88, -6.58], [19.09, 13.20, -4.51], [22.40, 13.05, -4.99], [21.30, 11.77, -5.20], [21.41, 12.50, -3.63], [20.56, 14.70, -4.65], [19.92, 12.89, -6.99], [21.06, 14.23, -7.06], [19.38, 14.61, -6.84], [18.94, 12.33, -4.90], [21.69, 15.66, -11.56], [21.54, 17.11, -11.91], [22.24, 18.13, -11.01], [22.14, 17.23, -13.21], [21.30, 15.03, -12.37], [21.13, 15.34, -10.68], [22.72, 15.32, -11.42], [20.47, 17.34, -12.02], [21.74, 18.25, -10.04], [22.16, 19.13, -11.44], [23.29, 17.89, -10.89], [21.85, 18.07, -13.59], [26.52, 11.04, -12.43], [26.10, 11.30, -13.87], [27.24, 11.93, -14.65], [25.79, 10.05, -14.51], [25.72, 10.67, -11.79], [26.72, 12.05, -12.05], [27.44, 10.48, -12.26], [25.18, 11.88, -13.80], [27.38, 12.96, -14.32], [27.10, 11.91, -15.73], [28.19, 11.43, -14.41], [26.60, 9.53, -14.57], [21.65, 12.23, -13.98], [20.56, 11.62, -14.86], [21.13, 11.03, -16.14], [19.90, 10.60, -14.13], [21.26, 12.51, -13.00], [21.92, 13.18, -14.43], [22.53, 11.59, -13.89], [19.87, 12.45, -15.08], [21.92, 10.31, -15.89], [21.53, 11.79, -16.82], [20.40, 10.48, -16.74], [19.29, 10.12, -14.70], [28.27, 11.12, -8.89], [29.38, 11.82, -8.11], [30.05, 10.79, -7.18], [30.35, 12.40, -8.95], [27.62, 10.52, -8.26], [28.62, 10.37, -9.61], [27.65, 11.84, -9.42], [28.88, 12.55, -7.47], [30.76, 11.29, -6.51], [30.61, 10.05, -7.74], [29.30, 10.37, -6.50], [31.01, 12.85, -8.42], [20.67, 8.73, -8.69], [20.65, 8.12, -9.44], [20.10, 8.35, -8.02], [24.69, 9.79, -6.48], [24.58, 9.06, -5.86], [23.86, 9.83, -6.98], [25.37, 9.06, -9.60], [24.46, 9.42, -9.58], [25.72, 9.27, -8.73], [21.53, 9.01, -12.19], [21.12, 9.59, -12.85], [22.45, 8.95, -12.45], [18.04, 9.70, -10.08], [18.86, 9.32, -9.76], [18.29, 10.57, -10.42]],
  "e_lumo_ha": 0.001,
  "smiles": "CC(C)O.CC(C)O.CC(C)O.CC(C)O.CC(C)O.CC(C)O.CC(C)O.O.O.O.O.O",
  "e_homo_ha": -0.3603
}



{
  "formula": "C4H4N2",
  "method": "wB97M-V/def2-TZVPD",
  "elements": ["C", "C", "N", "C", "C", "N", "H", "H", "H", "H"],
  "xyz": [[-0.98, 0.59, -0.66], [-0.06, -0.23, -1.32], [0.87, -0.90, -0.64], [0.92, -0.68, 0.67], [0.19, 0.35, 1.25], [-0.77, 0.99, 0.59], [-1.95, 0.88, -1.07], [-0.04, -0.31, -2.40], [1.54, -1.34, 1.27], [0.29, 0.64, 2.29]],
  "e_lumo_ha": 0.020,
  "smiles": "c1cnccn1",
  "e_homo_ha": -0.3598
}



{
  "formula": "C6H16OSSi",
  "method": "wB97M-V/def2-TZVPD",
  "elements": ["C", "C", "C", "C", "C", "C", "O", "Si", "S", "H", "H", "H", "H", "H", "H", "H", "H", "H", "H", "H", "H", "H", "H", "H", "H"],
  "xyz": [[-1.18, 1.84, -2.40], [-1.48, -1.38, 1.55], [1.57, 2.25, 0.50], [-1.54, 0.58, -1.54], [-0.63, -0.17, 1.43], [2.15, -2.25, 0.40], [0.74, 1.68, -0.35], [-0.10, 0.28, -0.34], [1.52, -3.87, 0.60], [-1.24, 2.76, -1.65], [-0.13, 1.79, -2.64], [-1.68, 2.06, -3.40], [-0.95, -2.34, 1.72], [-2.09, -1.20, 2.50], [-2.10, -1.79, 0.76], [1.18, 2.07, 1.53], [1.59, 3.29, 0.25], [2.74, 2.00, 0.35], [-1.72, -0.35, -2.14], [-2.44, 0.67, -0.96], [0.35, -0.28, 2.00], [-1.04, 0.62, 1.97], [2.35, -2.13, -0.69], [2.77, -1.92, 1.24], [1.36, -4.20, -0.73]],
  "e_lumo_ha": [0.008, 0.000],
  "e_homo_ha": [-0.2436, -0.2776]
}



Listing energy relative to the best compared isomer or geometry (same formula, charge and spin) for the structures above in their given order: 204.5; 91.0; 39.0; 153.9 kJ/mol.